Entry 1:
{"formula": "C4H27N2O10S", "method": "wB97M-V/def2-TZVPD", "e_tot_ha": -1428.8159, "total_charge": -1, "gap_ev": 7.51, "multiplicity": 1, "de_lowest_kcal_mol": 41.0, "mol_weight_g_mol": 295.331, "species": ["O", "C", "C", "C", "S", "N", "C", "N", "H", "H", "H", "H", "H", "H", "H", "H", "H", "H", "H", "O", "H", "H", "O", "H", "H", "O", "H", "H", "O", "H", "H", "O", "H", "H", "O", "H", "H", "O", "H", "H", "O", "H", "H", "O"], "positions_angstrom": [[2.910832, -0.722593, 1.329477], [1.929917, -0.032932, 1.535857], [0.684750, -0.027439, 0.677016], [0.996343, 0.945087, -0.472839], [0.910330, 2.696823, 0.091859], [0.320152, -1.327634, 0.124888], [0.082772, -2.391397, 1.116658], [-1.228427, -2.374386, 1.689784], [1.947807, 0.632706, 2.411999], [-0.144059, 0.375591, 1.239770], [0.296950, 0.769769, -1.283979], [1.988882, 0.754100, -0.881811], [1.003448, -1.626743, -0.555488], [0.813998, -2.340992, 1.918045], [0.230271, -3.337669, 0.601521], [-1.948829, -2.344314, 0.975876], [-1.394696, -1.584484, 2.320238], [0.924255, -2.628136, -3.038618], [2.230055, -1.959648, -2.543361], [1.662784, -2.076388, -3.348730], [-3.257301, -0.511230, 2.462321], [-3.336175, -0.193266, 0.974395], [-3.636979, -0.853857, 1.632421], [-0.111646, 1.510875, 4.413429], [-1.160982, 1.797591, 3.305480], [-0.904851, 1.151665, 4.007167], [-0.361091, 0.031659, -3.587274], [-1.244636, 1.191899, -2.991809], [-1.270739, 0.326106, -3.475923], [-1.835145, 3.449578, -2.102185], [-0.557514, 2.921705, -1.346000], [-1.376667, 2.645423, -1.861241], [-0.886491, -2.604884, -1.636825], [-1.129429, -2.228140, -3.087010], [-0.849571, -2.974455, -2.523132], [4.187755, -1.456852, -1.516849], [3.239214, -1.491297, -0.245392], [3.419044, -1.929408, -1.115217], [-1.714906, 2.143851, 1.253253], [-0.650744, 3.225885, 1.521535], [-1.465187, 2.818691, 1.930727], [-1.442785, 0.261808, -0.086754], [-2.059664, 1.520709, -0.724714], [-2.156752, 0.918681, 0.055051]], "forces_ev_per_a": [[-0.30, 0.06, -0.22], [0.20, -0.12, 0.60], [0.62, -0.31, -0.78], [-0.05, 0.79, 0.38], [0.82, 0.02, -0.63], [-0.17, -0.12, 0.13], [-0.05, 0.31, -0.22], [-0.19, 0.12, 0.40], [-0.13, 0.16, -0.11], [-0.05, 0.09, 0.46], [-0.21, -0.13, -0.08], [0.04, -0.16, 0.06], [0.22, 0.04, -0.12], [0.18, -0.07, 0.26], [0.04, -0.15, -0.09], [0.02, 0.06, 0.22], [0.27, -0.43, -0.42], [0.10, 0.10, -0.10], [-0.46, -0.17, -0.81], [0.45, 0.17, 0.76], [-0.35, -0.19, -0.42], [-0.16, -0.21, 0.19], [0.12, 0.61, 0.30], [-0.05, 0.05, -0.09], [0.24, 0.06, 0.05], [-0.12, -0.20, 0.01], [0.16, 0.17, 0.07], [0.12, -0.79, -0.44], [-0.14, 0.44, 0.31], [-0.11, 0.22, -0.06], [0.07, -0.11, 0.29], [-0.02, -0.04, -0.33], [-0.01, 0.24, 0.28], [0.02, -0.31, 0.36], [-0.28, 0.21, -0.52], [-0.98, -0.53, 0.64], [0.22, -0.18, -0.40], [0.83, 0.69, -0.16], [0.18, 0.47, 0.40], [-0.78, -0.86, 0.36], [0.06, 0.36, -0.26], [-0.60, 0.21, 0.01], [-0.11, -0.13, 0.37], [0.32, -0.44, -0.65]]}


Entry 2:
{"formula": "C4H8O4", "method": "wB97M-V/def2-TZVPD", "e_tot_ha": -458.0475, "gap_ev": 10.35, "multiplicity": 1, "de_lowest_kcal_mol": 116.5, "mol_weight_g_mol": 120.104, "species": ["C", "C", "C", "C", "O", "O", "O", "O", "H", "H", "H", "H", "H", "H", "H", "H"], "positions_angstrom": [[-0.459630, 1.954306, -0.951169], [-0.499947, 0.690366, -0.736058], [-1.585733, 0.040888, 0.215311], [2.365608, -0.873181, -0.292083], [-1.267631, 0.402508, 1.499307], [-1.626177, -1.321569, 0.209363], [2.144138, -0.194613, 0.778037], [1.978087, -2.234569, -0.115685], [0.390786, 2.574670, -1.240787], [-1.294408, 2.595271, -0.747393], [-2.627091, 0.319551, 0.031286], [0.283183, -0.044348, -0.884958], [-1.054328, 1.379351, 1.503787], [-0.800004, -1.803008, 0.065314], [1.808186, -0.697166, 1.492698], [2.244958, -2.788459, -0.826963]], "forces_ev_per_a": [[0.61, 3.02, -0.55], [-1.26, -3.44, 1.84], [0.23, 0.61, -1.78], [0.19, -2.30, -1.17], [1.04, 2.36, 1.87], [-0.31, -1.72, -0.62], [0.67, 0.57, -1.29], [-0.19, 3.13, 2.13], [0.07, -0.76, -0.49], [-0.68, 0.06, 0.36], [0.07, 0.38, -0.52], [0.23, 0.52, -0.44], [-0.31, -1.62, 0.06], [0.13, 0.65, 0.09], [-0.97, -1.30, 1.78], [0.48, -0.17, -1.28]]}